Record 1
{
  "formula": "C49H52BN8O16",
  "method": "ωB97M-V/def2-TZVPD",
  "total_charge": 1,
  "gap_ev": 6.82,
  "spin_multiplicity": 1,
  "species": ["C", "C", "C", "C", "C", "C", "C", "C", "N", "B", "O", "O", "C", "C", "C", "C", "O", "N", "O", "C", "H", "H", "H", "H", "H", "H", "H", "H", "H", "H", "H", "H", "H", "H", "H", "H", "H", "H", "H", "H", "H", "H", "C", "C", "C", "C", "C", "C", "N", "O", "O", "H", "H", "H", "H", "H", "C", "C", "C", "C", "C", "C", "N", "O", "O", "H", "H", "H", "H", "H", "C", "C", "C", "C", "C", "C", "N", "O", "O", "H", "H", "H", "H", "H", "C", "C", "C", "C", "C", "C", "N", "O", "O", "H", "H", "H", "H", "H", "C", "C", "C", "C", "C", "C", "N", "O", "O", "H", "H", "H", "H", "H", "C", "C", "C", "C", "C", "C", "N", "O", "O", "H", "H", "H", "H", "H"],
  "coordinates": [[-5.413, 1.884, 0.232], [-6.124, 1.592, -1.123], [-6.386, 0.076, -1.409], [-5.957, -0.269, -2.881], [-5.172, -1.596, -3.003], [-3.714, -1.501, -2.666], [-2.761, -2.402, -3.192], [-1.451, -2.302, -2.832], [-0.996, -1.345, -1.986], [0.481, -1.369, -1.679], [1.306, -1.879, -2.664], [1.037, -0.976, -0.501], [0.705, -1.932, 0.553], [0.736, -1.324, 1.957], [-1.888, -0.463, -1.470], [-1.450, 0.626, -0.478], [-0.757, 1.733, -1.074], [-1.130, 1.788, -2.450], [-1.602, 2.820, -2.708], [-3.221, -0.511, -1.790], [-4.693, 2.707, 0.067], [-4.832, 1.035, 0.628], [-6.094, 2.260, 1.008], [-7.115, 2.073, -1.082], [-5.571, 2.105, -1.923], [-5.861, -0.575, -0.689], [-7.460, -0.111, -1.294], [-5.452, 0.563, -3.391], [-6.901, -0.423, -3.431], [-5.628, -2.314, -2.292], [-5.326, -2.040, -4.000], [-3.104, -3.165, -3.890], [-0.763, -3.037, -3.252], [1.553, -1.202, -3.311], [-0.316, -2.328, 0.366], [1.397, -2.782, 0.468], [0.063, -0.463, 2.063], [1.777, -1.074, 2.205], [0.388, -2.114, 2.642], [-2.360, 1.027, 0.001], [-0.871, 0.170, 0.334], [-3.893, 0.232, -1.360], [-2.431, -8.314, -1.843], [-3.208, -7.906, -2.920], [-4.183, -6.937, -2.745], [-4.365, -6.383, -1.488], [-3.602, -6.787, -0.404], [-2.632, -7.758, -0.585], [-5.378, -5.338, -1.302], [-6.045, -5.011, -2.268], [-5.490, -4.846, -0.195], [-1.667, -9.068, -1.983], [-3.052, -8.343, -3.898], [-4.786, -6.622, -3.586], [-3.752, -6.356, 0.577], [-2.030, -8.079, 0.249], [-0.203, 5.125, -1.606], [-0.133, 6.091, -0.609], [0.395, 7.343, -0.894], [0.842, 7.611, -2.178], [0.783, 6.653, -3.173], [0.259, 5.405, -2.883], [1.379, 8.944, -2.492], [1.435, 9.755, -1.592], [1.731, 9.152, -3.636], [-0.615, 4.159, -1.384], [-0.493, 5.871, 0.387], [0.448, 8.094, -0.117], [1.138, 6.863, -4.173], [0.206, 4.648, -3.656], [3.901, 3.888, 1.520], [4.818, 3.700, 2.546], [4.546, 2.799, 3.563], [3.356, 2.092, 3.538], [2.430, 2.276, 2.525], [2.706, 3.180, 1.512], [3.075, 1.119, 4.603], [3.898, 0.995, 5.486], [2.034, 0.489, 4.536], [4.119, 4.589, 0.724], [5.747, 4.254, 2.551], [5.264, 2.656, 4.359], [1.500, 1.725, 2.514], [1.992, 3.331, 0.713], [7.262, -1.056, 8.624], [8.232, -0.563, 9.487], [8.572, 0.781, 9.456], [7.931, 1.617, 8.558], [6.969, 1.138, 7.687], [6.634, -0.206, 7.722], [8.270, 3.047, 8.535], [9.132, 3.435, 9.297], [7.665, 3.758, 7.755], [6.994, -2.105, 8.654], [8.721, -1.226, 10.189], [9.327, 1.160, 10.129], [6.474, 1.793, 6.985], [5.881, -0.592, 7.047], [0.715, 5.784, -7.420], [-0.267, 5.192, -6.637], [-0.600, 3.862, -6.827], [0.060, 3.132, -7.800], [1.035, 3.709, -8.595], [1.362, 5.044, -8.402], [-0.275, 1.713, -7.980], [-1.150, 1.244, -7.272], [0.341, 1.088, -8.817], [0.978, 6.823, -7.265], [-0.773, 5.770, -5.873], [-1.366, 3.407, -6.213], [1.545, 3.137, -9.357], [2.125, 5.506, -9.014], [0.685, -4.478, 4.214], [-0.695, -4.641, 4.182], [-1.247, -5.783, 3.622], [-0.406, -6.753, 3.102], [0.970, -6.601, 3.120], [1.516, -5.455, 3.679], [-0.986, -7.977, 2.532], [-2.200, -8.075, 2.513], [-0.222, -8.823, 2.114], [1.114, -3.588, 4.658], [-1.340, -3.878, 4.599], [-2.321, -5.906, 3.601], [1.621, -7.360, 2.709], [2.590, -5.326, 3.703]],
  "atomic_forces_ev_per_a": [[0.3, 0.7, -0.4], [-0.5, -0.2, 1.1], [0.6, 0.8, -0.8], [-1.0, -0.7, 0.3], [-0.4, 0.2, 0.0], [0.3, 0.0, 0.0], [-1.2, 0.4, 0.2], [0.0, -0.6, -0.7], [-0.3, -0.3, 0.0], [2.0, 0.1, -0.2], [-0.8, 0.8, 0.1], [-1.0, -0.6, 0.1], [-0.7, -0.1, 0.5], [0.3, -0.5, -0.5], [-0.1, 0.9, 0.8], [-0.4, -0.5, 0.4], [0.0, -0.5, 0.6], [-0.6, 0.5, -0.6], [0.4, -0.6, -0.2], [-0.3, -0.5, -0.4], [-0.2, -0.3, 0.2], [-0.4, 0.1, -0.1], [0.2, -0.4, -0.2], [0.4, 0.0, -0.2], [-0.1, -0.4, 0.0], [-0.2, 0.3, -0.2], [0.3, -0.2, 0.0], [0.1, -0.2, 0.3], [0.5, 0.1, 0.0], [0.2, 0.1, -0.3], [0.3, 0.1, 0.3], [0.3, 0.1, 0.2], [0.2, 0.5, 0.4], [0.1, -0.4, -0.2], [0.3, 0.1, 0.0], [-0.1, 0.3, 0.1], [0.4, -0.2, 0.0], [-0.5, 0.2, 0.1], [0.2, 0.3, -0.1], [0.2, -0.2, -0.4], [0.3, 0.4, -0.5], [0.3, -0.2, -0.2], [0.0, 0.0, 0.0], [0.1, 0.0, 0.1], [-0.1, 0.0, -0.3], [0.3, -0.3, -0.1], [0.1, 0.1, 0.3], [0.1, 0.0, -0.3], [-0.1, 0.0, 0.1], [0.1, 0.1, 0.0], [0.0, 0.1, -0.1], [0.0, 0.0, 0.0], [0.0, 0.0, 0.0], [-0.1, 0.1, 0.1], [-0.1, 0.0, -0.1], [-0.1, -0.1, 0.0], [0.2, 0.3, 0.2], [0.1, 0.0, -0.2], [-0.1, 0.0, 0.2], [-0.2, -0.4, 0.2], [0.1, -0.1, -0.3], [0.0, 0.0, 0.1], [0.1, 0.2, -0.1], [0.0, -0.1, 0.0], [0.0, -0.1, 0.0], [0.0, 0.1, 0.2], [0.0, 0.0, 0.0], [0.1, 0.1, -0.1], [0.0, 0.2, 0.1], [0.0, 0.1, 0.0], [0.0, 0.0, 0.0], [-0.1, 0.0, -0.1], [0.2, 0.0, 0.1], [0.1, 0.2, -0.3], [-0.2, -0.1, -0.1], [0.1, 0.0, 0.0], [0.0, 0.0, 0.1], [0.0, 0.0, 0.0], [0.0, 0.0, -0.1], [0.0, 0.0, 0.0], [0.0, 0.0, 0.0], [-0.1, -0.1, 0.0], [0.1, -0.1, 0.2], [0.0, 0.0, 0.0], [0.0, 0.0, 0.0], [-0.1, 0.0, -0.1], [0.2, 0.0, 0.2], [-0.1, -0.3, 0.0], [-0.2, 0.0, -0.2], [0.1, -0.1, 0.1], [0.1, 0.2, 0.0], [0.0, -0.1, 0.0], [0.0, -0.1, 0.0], [0.0, 0.0, 0.0], [0.0, 0.0, 0.0], [-0.1, 0.1, -0.1], [0.1, 0.1, 0.1], [0.0, 0.1, 0.0], [0.0, 0.0, 0.0], [0.1, 0.1, -0.1], [-0.2, 0.0, 0.3], [0.1, 0.3, 0.0], [0.2, 0.0, -0.2], [-0.1, 0.0, 0.1], [0.0, -0.1, 0.0], [0.1, 0.0, 0.0], [0.0, 0.0, 0.1], [0.0, 0.0, 0.0], [0.0, 0.0, 0.0], [0.0, -0.1, -0.1], [-0.1, -0.1, 0.1], [0.0, 0.0, 0.0], [0.0, 0.0, 0.0], [0.1, 0.0, -0.1], [-0.3, 0.1, 0.0], [0.1, 0.3, 0.2], [0.3, -0.1, -0.1], [-0.1, 0.1, 0.0], [0.0, -0.1, 0.1], [0.1, 0.1, 0.0], [0.0, 0.1, -0.1], [0.0, 0.0, 0.0], [0.0, 0.0, 0.0], [0.1, -0.2, 0.0], [-0.2, -0.1, 0.0], [0.0, 0.0, 0.0]]
}

Record 2
{
  "formula": "C46H50Br60ClFN5OS2",
  "method": "ωB97M-V/def2-TZVPD",
  "total_charge": 1,
  "gap_ev": 6.65,
  "spin_multiplicity": 1,
  "de_lowest_kj_mol": 0.00,
  "species": ["C", "C", "C", "N", "C", "C", "C", "S", "C", "S", "N", "C", "C", "C", "C", "C", "C", "C", "C", "C", "C", "C", "C", "C", "N", "Cl", "C", "C", "N", "N", "C", "C", "C", "C", "O", "F", "H", "H", "H", "H", "H", "H", "H", "H", "H", "H", "H", "H", "H", "H", "H", "H", "H", "H", "H", "H", "H", "H", "H", "H", "H", "H", "H", "H", "H", "H", "C", "Br", "Br", "Br", "H", "C", "Br", "Br", "Br", "H", "C", "Br", "Br", "Br", "H", "C", "Br", "Br", "Br", "H", "C", "Br", "Br", "Br", "H", "C", "Br", "Br", "Br", "H", "C", "Br", "Br", "Br", "H", "C", "Br", "Br", "Br", "H", "C", "Br", "Br", "Br", "H", "C", "Br", "Br", "Br", "H", "C", "Br", "Br", "Br", "H", "C", "Br", "Br", "Br", "H", "C", "Br", "Br", "Br", "H", "C", "Br", "Br", "Br", "H", "C", "Br", "Br", "Br", "H", "C", "Br", "Br", "Br", "H", "C", "Br", "Br", "Br", "H", "C", "Br", "Br", "Br", "H", "C", "Br", "Br", "Br", "H", "C", "Br", "Br", "Br", "H"],
  "coordinates": [[-2.900, 5.728, 0.622], [-3.263, 4.601, 0.738], [-3.410, 3.220, 1.251], [-2.596, 2.254, 0.501], [-2.897, 0.852, 0.868], [-3.973, 0.175, 0.014], [-3.716, -1.344, 0.026], [-3.169, -1.838, 1.687], [-2.334, -3.408, 1.517], [-3.094, -4.552, 0.624], [-1.127, -3.600, 2.180], [0.014, -3.838, 1.319], [0.027, -3.727, -0.045], [1.185, -3.950, -0.746], [2.342, -4.303, -0.110], [2.338, -4.424, 1.264], [1.179, -4.204, 1.945], [-0.832, -2.487, 3.065], [-1.370, -2.479, 4.316], [-1.151, -1.473, 5.227], [-0.330, -0.435, 4.881], [0.221, -0.442, 3.617], [-0.024, -1.424, 2.704], [-1.234, 2.517, 0.491], [-0.432, 2.852, 1.572], [-0.944, 2.099, 3.020], [-0.122, 4.297, 1.757], [1.179, 4.406, 2.563], [2.253, 5.008, 1.734], [-0.619, 2.452, -0.662], [0.800, 2.668, -0.810], [1.696, 1.756, -0.533], [-1.373, 2.125, -1.889], [-0.500, 2.523, -3.087], [-0.428, 3.638, -3.460], [0.166, 1.550, -3.704], [-2.653, 6.755, 0.693], [-3.289, 3.173, 2.336], [-4.456, 2.953, 1.068], [-3.113, 0.778, 1.934], [-1.971, 0.283, 0.724], [-4.020, 0.540, -1.010], [-4.944, 0.310, 0.495], [-4.659, -1.851, -0.175], [-2.993, -1.626, -0.740], [-0.859, -3.445, -0.596], [1.210, -3.838, -1.822], [3.261, -4.479, -0.651], [3.265, -4.691, 1.800], [1.168, -4.310, 3.023], [-2.002, -3.305, 4.626], [-1.609, -1.499, 6.204], [-0.097, 0.406, 5.521], [0.855, 0.384, 3.315], [0.416, -1.359, 1.719], [-0.926, 4.704, 2.368], [-0.048, 4.806, 0.799], [1.513, 3.397, 2.841], [1.052, 4.937, 3.505], [3.095, 4.883, 2.298], [2.382, 4.363, 0.958], [1.096, 3.652, -1.155], [2.752, 1.974, -0.585], [1.391, 0.770, -0.202], [-2.271, 2.731, -1.973], [-1.605, 1.060, -1.935], [5.851, 4.020, 4.203], [5.972, 4.191, 2.290], [4.067, 4.413, 4.832], [6.443, 2.291, 4.802], [6.517, 4.755, 4.636], [-2.671, 6.293, -3.403], [-1.519, 6.642, -4.901], [-3.565, 4.591, -3.557], [-1.726, 6.468, -1.727], [-3.445, 7.047, -3.406], [5.487, -3.925, 4.665], [6.103, -5.385, 5.754], [6.790, -3.414, 3.338], [3.777, -4.308, 3.855], [5.351, -3.075, 5.319], [-2.021, 4.802, -8.293], [-1.366, 3.344, -7.211], [-0.776, 5.274, -9.682], [-3.772, 4.427, -9.001], [-2.120, 5.659, -7.642], [-2.178, -7.690, 3.606], [-2.014, -6.400, 2.150], [-3.701, -7.319, 4.722], [-2.163, -9.554, 3.020], [-1.295, -7.564, 4.216], [2.262, -8.040, 5.448], [2.022, -6.126, 5.509], [0.945, -8.873, 4.314], [4.054, -8.514, 4.928], [2.105, -8.413, 6.450], [-6.735, -3.674, 4.631], [-6.507, -3.201, 6.485], [-8.337, -2.904, 3.888], [-5.182, -3.215, 3.581], [-6.849, -4.749, 4.588], [-7.158, 3.634, 2.917], [-6.873, 4.672, 1.315], [-8.793, 4.121, 3.801], [-7.071, 1.738, 2.562], [-6.349, 3.866, 3.594], [6.942, 8.140, 3.824], [6.432, 8.373, 5.669], [8.412, 6.901, 3.647], [5.438, 7.629, 2.728], [7.289, 9.098, 3.465], [2.978, 7.550, -8.752], [2.567, 9.419, -8.972], [4.812, 7.272, -8.243], [1.763, 6.695, -7.528], [2.842, 7.079, -9.711], [6.965, -8.908, 2.927], [6.567, -9.524, 4.714], [7.108, -6.988, 2.857], [8.532, -9.766, 2.218], [6.132, -9.190, 2.300], [1.000, 1.814, 7.299], [1.143, 2.024, 5.385], [-0.783, 2.185, 7.919], [1.610, 0.078, 7.861], [1.656, 2.546, 7.748], [-4.908, -8.956, -0.786], [-3.906, -8.292, -2.307], [-5.696, -10.680, -1.113], [-3.806, -8.974, 0.814], [-5.718, -8.260, -0.619], [12.245, -10.158, 4.731], [12.407, -10.349, 2.819], [10.454, -9.672, 5.245], [12.849, -11.734, 5.657], [12.894, -9.347, 5.026], [-6.882, 2.827, -11.433], [-7.366, 3.433, -9.666], [-5.376, 1.628, -11.386], [-8.385, 2.051, -12.351], [-6.580, 3.698, -11.996], [3.036, 3.240, -11.165], [2.627, 5.107, -11.436], [4.884, 2.987, -10.693], [1.852, 2.431, -9.881], [2.874, 2.741, -12.109], [-2.521, -8.384, -5.957], [-2.682, -6.476, -5.728], [-3.785, -9.054, -7.241], [-0.716, -8.902, -6.385], [-2.766, -8.838, -5.007], [-7.505, -9.961, -5.906], [-9.262, -10.147, -5.139], [-7.513, -8.752, -7.408], [-6.204, -9.456, -4.575], [-7.217, -10.933, -6.282], [3.495, 8.134, -0.928], [3.139, 7.230, 0.749], [3.587, 10.053, -0.737], [5.069, 7.423, -1.787], [2.657, 7.924, -1.578], [1.560, 13.855, -1.436], [2.719, 14.416, -2.866], [0.710, 12.172, -1.831], [2.487, 13.797, 0.253], [0.779, 14.596, -1.347]],
  "atomic_forces_ev_per_a": [[-0.4, 0.8, 0.9], [0.6, -1.5, 1.1], [-1.1, 0.6, -0.9], [0.3, -0.1, 0.7], [0.4, -0.3, -1.0], [-0.1, -0.4, 1.2], [-0.6, -0.5, -0.4], [0.7, 0.3, 0.5], [-1.3, -0.4, -1.0], [0.2, 1.4, -0.9], [0.1, 2.4, -0.9], [-0.1, -0.9, 0.3], [-1.0, 0.5, -0.6], [0.4, 0.1, -1.0], [0.7, -0.1, 0.1], [1.1, -0.5, -0.3], [0.0, -0.2, 1.5], [0.3, -0.3, 0.1], [-1.1, -1.3, 0.9], [-0.1, 0.3, 0.4], [-0.2, -0.1, 0.1], [0.8, 0.6, -0.1], [0.2, -0.3, -0.6], [0.1, 0.4, 0.0], [-1.1, 0.5, -0.7], [-0.6, 0.7, -0.3], [0.7, -0.3, 1.5], [0.8, -0.5, -0.6], [-0.8, -1.2, 1.4], [-0.2, -0.3, -0.5], [0.2, 0.7, 0.2], [0.0, -0.8, 0.3], [0.6, -0.2, -0.8], [-0.4, 0.6, 0.1], [0.2, 0.2, -0.1], [-0.2, -0.4, 0.3], [-0.1, 0.2, -0.1], [0.3, 0.1, 0.0], [0.1, -0.3, 0.0], [-0.1, 0.1, -0.1], [0.0, 0.1, 0.1], [0.1, 0.1, 0.0], [-0.1, 0.4, -0.2], [0.1, -0.1, -0.2], [0.2, -0.1, 0.2], [-0.1, 0.0, 0.0], [-0.2, 0.0, -0.1], [0.0, 0.0, -0.2], [-1.0, 0.0, -1.1], [-0.1, 0.0, 0.1], [0.0, -0.1, -0.2], [-0.1, -0.1, 0.1], [-0.8, -1.2, 0.0], [0.2, -0.3, 0.1], [0.1, -0.1, -0.1], [-0.2, 0.2, -0.4], [-0.1, -0.1, -0.1], [-0.4, 0.0, 0.2], [0.0, 0.3, -0.2], [0.2, 0.2, -0.2], [0.2, 0.2, -0.2], [-0.3, 0.1, 0.0], [0.0, 0.0, -0.2], [0.1, 0.0, 0.1], [-0.1, 0.0, 0.2], [0.0, 0.0, 0.2], [0.1, 0.0, 0.0], [0.0, -0.3, 0.0], [0.1, 0.0, 0.0], [-0.1, 0.1, 0.0], [0.0, 0.0, 0.0], [0.2, 0.0, -0.1], [0.0, 0.0, 0.1], [-0.1, 0.1, 0.0], [0.4, 0.2, -1.2], [0.0, 0.0, 0.0], [-0.1, 0.0, 0.1], [-0.1, 0.3, 0.2], [0.0, 0.0, 0.0], [1.5, 1.0, 0.7], [0.0, 0.0, 0.0], [0.0, 0.1, -0.1], [0.0, 0.0, 0.0], [-0.2, -0.1, 0.0], [0.1, 0.0, 0.1], [0.0, 0.0, 0.0], [0.5, 0.0, 0.1], [0.0, -2.0, 1.3], [0.0, 0.0, -0.2], [0.7, 0.3, 1.1], [-0.1, -0.1, 0.1], [-0.3, 0.1, -0.1], [-0.7, -0.7, 0.6], [0.2, -0.1, 0.1], [-1.6, 0.5, 0.4], [0.0, 0.0, 0.0], [0.1, -0.1, 0.1], [0.0, 0.0, -0.1], [0.1, 0.0, 0.0], [-0.4, 0.0, 0.2], [0.0, 0.0, 0.0], [-0.1, 0.0, 0.1], [0.0, -0.1, 0.0], [0.1, -0.1, -0.1], [0.0, 0.1, 0.0], [0.0, 0.0, 0.0], [-0.1, -0.1, 0.1], [0.0, -0.1, -0.1], [-0.1, 0.0, 0.0], [0.5, 0.5, 0.4], [0.0, 0.0, 0.0], [0.0, 0.2, 0.1], [0.0, -0.1, 0.0], [-0.1, 0.0, 0.0], [0.2, 0.0, 0.1], [0.0, 0.0, 0.0], [0.2, 0.0, -0.2], [1.8, -0.6, -0.3], [0.1, -0.2, -0.2], [-0.2, 0.0, -0.1], [-0.1, 0.0, 0.1], [0.1, 0.0, 0.2], [1.4, 1.9, 0.6], [0.0, 0.0, -0.1], [0.0, 0.0, 0.0], [0.0, 0.0, 0.0], [0.0, 0.1, 0.2], [0.0, 0.0, 0.1], [0.1, 0.1, 0.0], [-1.0, -0.3, -1.5], [0.0, 0.0, -0.1], [0.0, 0.0, 0.0], [0.0, 0.0, 0.1], [0.1, 0.0, 0.2], [0.0, 0.1, -0.1], [0.0, 0.0, 0.0], [0.0, 0.0, 0.0], [0.0, 0.0, -0.1], [-0.1, 0.0, 0.0], [0.1, 0.0, 0.1], [0.0, 0.0, 0.0], [0.1, -0.1, 0.1], [0.0, -0.1, -0.1], [-0.1, 0.0, 0.0], [0.1, 0.1, 0.0], [0.0, 0.0, 0.0], [0.0, -0.1, 0.0], [0.0, -0.1, 0.0], [0.2, 0.1, -0.1], [-0.1, 0.1, 0.0], [0.0, 0.0, 0.0], [0.0, 0.0, 0.0], [0.1, 0.0, 0.0], [0.0, 0.0, 0.1], [-0.3, 0.0, -0.1], [0.0, 0.0, 0.0], [0.3, 0.4, 0.2], [-0.4, 0.6, -1.5], [0.1, -0.2, 0.0], [-0.1, 0.0, 0.1], [0.0, 0.0, 0.0], [0.0, 0.0, 0.0], [0.0, -0.1, 0.1], [-0.1, 0.1, 0.0], [0.0, 0.0, -0.1], [0.0, 0.0, 0.0]]
}